Record 1
ORCA calculation (the ωB97M-V functional and the def2-TZVPD basis) on a cluster of 10 separate species, CH21NO9 in total in a non-equilibrium geometry.

Element x y z (Å)
O (-1.158, 2.965, -2.001)
O (0.748, 1.152, -2.456)
H (1.266, 0.597, -3.040)
H (-2.961, 1.424, 1.230)
N (-2.042, -0.166, 2.251)
H (-2.316, 1.431, -1.577)
H (-1.305, 1.682, 1.984)
O (3.273, -1.287, 0.633)
H (-1.720, -2.071, -1.383)
H (0.966, -1.793, -0.072)
O (1.154, -1.701, 2.213)
H (-0.495, -2.758, -0.958)
H (1.252, -2.193, 3.034)
H (1.690, -2.948, 0.328)
O (1.365, -2.584, -0.502)
H (1.164, 2.929, 0.021)
H (0.513, 0.210, 1.201)
H (1.877, 0.153, 0.683)
H (-0.479, 2.859, -1.311)
O (-1.325, -2.420, -0.567)
O (-2.512, 0.495, -1.730)
H (2.925, -1.985, 0.026)
C (-2.083, 0.966, 1.712)
O (0.940, 0.057, 0.357)
H (0.175, 2.085, 0.753)
O (0.590, 2.956, 0.787)
H (-2.542, -1.015, 2.033)
H (3.568, -0.612, 0.010)
H (-0.749, 2.606, -2.787)
H (0.120, 0.634, -1.931)
H (-2.110, 0.062, -0.964)
H (0.212, -1.730, 2.023)

LUMO energy	0.14	eV
frontier orbital gap	0.375	Eh
total charge	0
calculated total energy	-21294.026	eV
SMILES	C=N.O.O.O.O.O.O.O.O.O

Results of the Mulliken charge analysis, in e, for atoms 1 through 6: -0.685 -0.672 0.278 0.328 -0.428 0.366

=====

Record 2
ORCA calculation (the ωB97M-V functional and the def2-TZVPD basis) on a structure of composition CH21O10 in a non-equilibrium geometry.

Element x y z (Å)
H (-2.883, -0.258, 1.695)
H (-1.783, 0.763, -0.048)
H (-2.988, 1.297, -0.720)
H (1.024, 2.592, -1.962)
O (1.494, -0.915, 3.180)
O (-2.725, 0.432, 2.344)
O (-0.562, -2.107, 2.134)
H (-1.533, -1.993, -1.010)
O (-0.678, 0.630, -3.017)
O (3.224, -0.284, 0.682)
H (1.311, -0.841, -1.058)
H (0.051, 1.130, -0.032)
O (1.037, -1.703, -0.681)
H (-0.327, -1.850, 1.228)
H (3.265, -1.223, 0.543)
H (2.003, -0.489, 2.508)
H (-1.169, 0.743, -2.199)
O (1.114, 0.927, -0.630)
H (2.433, 0.204, 0.415)
H (-1.268, -1.510, 2.388)
O (-0.761, 1.488, 0.838)
O (-1.760, -1.741, -1.903)
H (-2.286, -0.893, -1.909)
H (2.303, 2.597, -0.774)
H (-2.004, 1.000, 2.025)
H (0.978, -1.615, 2.739)
H (1.117, -2.323, -1.414)
H (0.226, 0.453, -2.762)
H (-0.230, 1.779, 1.577)
O (-2.571, 0.430, -0.622)
H (2.257, 1.348, -2.175)
C (1.690, 1.935, -1.382)

LUMO energy	3.15	eV
frontier orbital gap	0.345	Eh
total charge	-1
calculated total energy	-21854.599	eV

Results of the Mulliken charge analysis, in e, for atoms 1 through 6: 0.257 0.386 0.288 0.299 -0.699 -0.698

=====

Record 3
ORCA calculation (the ωB97M-V functional and the def2-TZVPD basis) on a cluster of 10 separate species, CH22NO10 in total in a non-equilibrium geometry.

Element x y z (Å)
O (1.516, -2.244, 0.311)
H (-1.591, -1.981, 1.969)
H (2.728, 0.354, 2.333)
H (1.122, 2.350, -2.238)
C (-0.337, 0.581, -0.091)
H (-0.908, -0.602, 1.658)
N (0.422, 0.450, -1.384)
H (0.550, -0.539, -1.568)
H (0.915, -1.391, 0.477)
H (1.916, -2.468, 1.178)
H (1.699, 0.486, 1.278)
O (-1.688, 1.369, -3.126)
O (-1.808, -1.110, 1.775)
H (-3.497, 0.800, 0.184)
H (-0.876, 0.907, -2.844)
O (-3.693, -0.037, -0.220)
H (-0.222, 1.659, 0.208)
H (0.220, 3.146, -2.980)
H (-1.200, -3.666, -0.609)
H (-0.534, 2.194, 1.820)
H (-1.381, 0.267, -0.211)
H (2.967, -1.395, -0.138)
H (3.737, -0.182, 0.431)
H (1.430, 0.692, -1.218)
O (-1.337, 2.284, 2.416)
H (0.070, -3.228, 0.227)
H (-1.584, 1.384, 2.660)
H (-3.140, -0.684, 0.242)
H (-2.361, 1.035, -2.552)
O (-0.683, -3.820, 0.180)
O (3.715, -0.784, -0.319)
O (1.070, 3.293, -2.460)
O (0.277, -0.115, 0.918)
O (2.486, 0.993, 1.695)

LUMO energy	2.98	eV
frontier orbital gap	0.355	Eh
total charge	-1
calculated total energy	-23361.840	eV

Results of the Mulliken charge analysis, in e, for atoms 1 through 6: -1.010 0.253 0.300 0.299 0.290 0.337

=====

Record 4
ORCA calculation (the ωB97M-V functional and the def2-TZVPD basis) on a cluster of 10 separate species, CH22O10 in total in a non-equilibrium geometry.

Element x y z (Å)
H (-3.229, 1.929, 1.333)
O (-1.941, 1.629, -3.331)
H (0.878, 0.832, 1.855)
O (3.318, -1.571, 0.062)
O (-0.578, 3.597, -2.175)
O (-3.245, 1.167, 0.754)
C (0.059, 0.329, -0.408)
O (1.489, 1.067, 2.553)
H (3.540, -2.241, -0.584)
O (3.267, 0.291, -2.049)
H (-0.843, 4.440, -2.543)
O (-2.085, -0.607, 3.075)
O (-0.615, -0.321, 0.645)
H (-1.941, -3.104, 1.311)
H (2.263, 1.394, 2.095)
H (-1.347, -2.051, 0.427)
H (-1.599, -0.523, 2.255)
H (-2.557, 1.173, -2.758)
O (1.252, -2.092, 1.799)
H (2.977, -0.210, -1.287)
H (0.519, 1.245, -0.039)
H (-2.437, -2.964, -0.106)
H (0.909, -0.245, -0.774)
H (-1.757, -1.416, 3.467)
H (0.634, -1.428, 1.494)
H (-1.167, 2.961, -2.582)
O (-1.630, -2.968, 0.413)
H (-0.588, 0.625, -1.234)
H (-1.511, 0.930, -3.825)
H (4.202, 0.436, -1.899)
H (1.950, -2.088, 1.144)
H (4.141, -1.108, 0.221)
H (-2.330, 0.894, 0.690)

LUMO energy (spin up / spin down)	-4.69 / -8.06	eV
frontier orbital gap (spin up / spin down)	0.315 / 0.191	Eh
total charge	+1
calculated total energy	-21857.681	eV
spin multiplicity	2

Results of the Mulliken charge analysis, in e, for atoms 1 through 6: 0.322 -0.691 0.236 -0.707 -0.648 -0.634

=====

Record 5
ORCA calculation (the ωB97M-V functional and the def2-TZVPD basis) on a cluster of 12 separate species, CH23O14 in total in a non-equilibrium geometry.

Element x y z (Å)
H (0.627, -3.001, -0.297)
H (-1.348, 0.171, 2.082)
H (1.613, -2.479, 0.725)
O (0.010, 0.808, 1.164)
O (1.214, -3.301, 0.436)
H (0.608, 0.337, 3.927)
H (-0.546, 1.738, -0.392)
H (-1.475, -1.361, -0.116)
H (-0.436, 3.200, 1.192)
H (-2.253, 3.435, 1.838)
O (0.296, -0.701, -0.382)
O (0.288, 3.817, 1.053)
O (-0.633, -0.212, -2.783)
O (0.592, 1.271, 3.727)
H (0.255, -2.829, -2.417)
H (2.120, 0.003, 1.899)
H (-0.262, -0.498, -1.932)
H (0.088, 0.308, -3.183)
H (1.714, 0.727, -1.121)
H (-2.191, -0.926, 1.611)
H (-2.374, -2.611, -0.144)
H (-1.015, 1.555, -1.777)
O (-0.726, 2.240, -1.195)
C (0.730, -0.099, 0.624)
O (-2.243, 2.495, 1.917)
O (1.923, -2.011, -2.664)
H (-0.396, -4.262, -2.128)
H (2.350, -1.348, -2.142)
H (0.669, 1.310, 2.777)
O (-2.410, -1.664, -0.111)
O (2.158, 1.212, -1.808)
O (-1.988, -0.465, 2.431)
O (1.903, -0.484, 1.157)
H (-2.560, 2.244, 2.822)
H (2.039, -1.850, -3.627)
O (-0.394, -3.353, -1.931)
H (0.035, 4.445, 0.368)
H (2.029, 2.145, -1.596)

LUMO energy	2.81	eV
frontier orbital gap	0.358	Eh
total charge	-1
calculated total energy	-30079.395	eV

Results of the Mulliken charge analysis, in e, for atoms 1 through 6: 0.360 0.251 0.363 0.082 -0.744 0.358

=====

Record 6
ORCA calculation (the ωB97M-V functional and the def2-TZVPD basis) on a structure of composition CH24F3O15SZr in a non-equilibrium geometry.

Element x y z (Å)
H (-5.142, 28.936, -29.441)
C (-1.635, 26.038, -28.453)
H (-3.142, 22.746, -24.118)
F (-0.509, 25.545, -28.023)
H (-0.191, 26.762, -24.540)
H (-6.675, 23.954, -27.032)
H (-5.373, 23.423, -30.249)
H (-1.391, 22.788, -29.325)
H (1.088, 23.884, -26.222)
F (-1.631, 26.045, -29.783)
O (-5.806, 24.269, -30.510)
O (-5.156, 28.177, -28.824)
O (-2.746, 20.598, -26.874)
O (-2.501, 23.097, -24.751)
H (2.513, 26.554, -29.104)
O (-2.761, 23.682, -28.148)
H (-0.036, 22.480, -28.679)
O (-4.627, 26.751, -30.925)
O (-0.146, 27.693, -24.801)
F (-1.729, 27.289, -28.032)
H (-3.633, 20.355, -27.163)
H (1.202, 25.143, -27.093)
H (-5.306, 27.132, -24.125)
O (-6.524, 24.078, -27.989)
S (-3.105, 25.038, -27.809)
O (-6.570, 26.740, -27.266)
O (1.678, 27.035, -29.200)
Zr (-6.183, 26.133, -29.387)
H (-2.856, 23.954, -25.028)
H (-6.002, 24.173, -31.471)
H (-4.273, 26.682, -25.162)
O (-5.063, 27.236, -25.059)
H (-4.982, 27.299, -31.662)
H (-3.893, 26.237, -31.334)
H (0.057, 27.672, -25.745)
H (-2.801, 21.536, -26.641)
H (1.151, 26.486, -29.790)
H (-6.972, 27.556, -26.891)
O (1.551, 24.729, -26.295)
O (-3.144, 25.332, -26.400)
H (-6.361, 26.183, -26.479)
H (-6.981, 23.322, -28.406)
H (-4.605, 28.457, -28.060)
O (-0.470, 22.591, -29.533)
O (-4.339, 25.530, -28.533)

LUMO energy	-15.26	eV
frontier orbital gap	0.069	Eh
total charge	+3
calculated total energy	-52375.746	eV

Results of the Mulliken charge analysis, in e, for atoms 1 through 6: 0.332 0.534 0.322 -0.011 0.325 0.290